Entry 1:
Density functional theory data (ωB97M-V/def2-TZVPD) for the molecule C18H16Br2N2O6.

```
44
Properties=species:S:1:pos:R:3:forces:R:3:nbo_charge:R:1
C 0.646 1.909 -3.642 -0.309 0.586 -0.226 -0.627
C 0.595 1.298 -2.263 0.711 0.049 -0.168 -0.080
C 1.476 1.806 -1.300 0.064 -0.216 -0.378 -0.190
C 1.443 1.391 0.022 -0.965 -0.305 -0.168 0.043
N 2.277 1.972 0.950 0.235 1.460 3.080 -0.301
C 1.780 2.606 2.011 0.227 -0.637 -2.914 0.169
C 2.692 3.106 3.026 -0.068 0.941 1.800 -0.176
C 2.227 3.787 4.127 1.334 -1.463 -2.311 -0.141
Br 3.477 4.483 5.369 -0.643 -0.184 -0.156 0.121
C 0.790 4.068 4.256 -0.509 1.755 1.053 0.396
O 0.350 4.655 5.215 -0.073 0.057 0.886 -0.488
C -0.085 3.839 3.119 0.873 -2.837 -3.930 -0.132
Br -1.876 4.429 2.976 0.492 0.122 0.596 0.119
C 0.382 3.076 2.042 -1.383 1.088 2.218 -0.214
C 0.572 0.372 0.384 -0.957 -0.639 -1.119 -0.158
C -0.268 -0.238 -0.583 1.245 1.286 1.238 -0.131
C -1.182 -1.330 -0.101 0.241 -0.628 -0.370 -0.256
N -1.035 -2.506 -0.976 -1.173 -1.315 -1.034 -0.460
C 0.330 -3.075 -1.128 -0.637 -1.033 -0.134 -0.316
C 1.068 -3.629 0.149 0.122 1.763 -0.109 0.762
O 1.796 -2.900 0.794 -0.624 -0.972 -0.381 -0.584
O 0.859 -4.925 0.467 0.013 0.498 -0.348 -0.677
C -2.147 -3.529 -0.983 0.195 0.685 1.147 -0.312
C -3.531 -2.997 -1.418 1.083 1.096 -1.124 0.774
O -3.597 -2.200 -2.330 -0.308 -0.436 0.701 -0.588
O -4.633 -3.451 -0.779 1.256 0.026 0.005 -0.665
C -0.251 0.230 -1.913 -0.411 -0.883 0.693 0.368
O -1.040 -0.444 -2.811 0.724 1.415 -0.277 -0.696
H -0.301 2.454 -3.837 0.600 -0.094 0.082 0.226
H 1.514 2.591 -3.769 -0.677 -0.245 0.375 0.216
H 0.735 1.206 -4.456 -0.085 -0.618 -0.077 0.227
H 2.269 2.507 -1.572 -0.512 0.021 -0.089 0.222
H 3.766 2.955 2.909 -0.375 -0.148 -0.144 0.248
H -0.332 2.861 1.230 0.787 0.022 0.321 0.252
H 0.556 -0.038 1.381 0.125 0.125 0.221 0.213
H -1.008 -1.626 0.924 0.609 0.176 0.592 0.193
H -2.196 -0.936 -0.045 -0.378 -0.348 -0.729 0.226
H 0.959 -2.316 -1.589 0.185 0.103 0.451 0.244
H 0.294 -3.903 -1.873 -0.266 0.502 0.532 0.222
H 1.448 -5.095 1.221 -0.128 -0.066 0.031 0.501
H -2.273 -3.932 0.017 0.018 -0.434 0.274 0.198
H -1.900 -4.344 -1.666 0.111 0.132 0.072 0.239
H -5.331 -2.925 -1.184 -0.537 -0.015 -0.103 0.502
H -1.314 -1.263 -2.369 -0.232 -0.392 -0.076 0.510
```
Forces are in eV/Å.

Structure (SMILES)   Cc1cc(N=C2C=C(Br)C(=O)C(Br)=C2)cc(CN(CC(=O)O)CC(=O)O)c1O
LUMO energy   -1.67 eV
HOMO   -8.06 eV
Spin multiplicity   1
Gap between HOMO and LUMO   6.4 eV

Entry 2:
Density functional theory data (ωB97M-V/def2-TZVPD) for a 2-piece molecular cluster, C6H7N overall.

```
14
Properties=species:S:1:pos:R:3:forces:R:3:nbo_charge:R:1
C -2.702 0.511 -3.132 2.552 0.406 4.267 0.165
C -0.375 1.703 -0.609 -2.247 -1.818 -0.980 -0.275
C -1.210 0.887 -1.116 0.352 -0.810 -0.924 0.230
C -0.208 0.159 -0.242 -2.101 -2.344 -1.414 0.051
C -0.752 -0.475 1.052 0.371 1.426 -0.666 -0.648
C 0.861 -0.613 -1.051 -1.822 -0.215 2.835 -0.638
N -3.177 0.654 -4.154 -1.094 0.146 -2.185 -0.499
H -0.137 2.610 -0.245 1.313 2.762 0.894 0.242
H -1.722 -0.050 1.268 -0.059 0.498 0.343 0.227
H -0.061 -0.331 1.882 -0.065 -0.153 0.087 0.225
H -0.978 -1.506 0.902 0.356 -0.934 -0.217 0.234
H 0.723 -0.294 -2.038 0.279 -0.249 -1.592 0.236
H 0.870 -1.691 -0.786 -0.351 0.608 -0.727 0.232
H 1.715 -0.231 -0.609 2.516 0.677 0.279 0.219
```
Forces are in eV/Å.

LUMO energy (alpha / beta)   -2.38 / -2.50 eV
HOMO (alpha / beta)   -10.45 / -9.99 eV
Spin multiplicity   1
Gap between HOMO and LUMO (alpha / beta)   8.1 / 7.5 eV

Entry 3:
Density functional theory data (ωB97M-V/def2-TZVPD) for a 2-piece molecular cluster, C6H12N2 overall.

```
20
Properties=species:S:1:pos:R:3:forces:R:3:nbo_charge:R:1
C -0.319 -2.564 -0.184 2.617 2.244 -0.062 -0.495
C -0.577 -1.287 0.000 -0.059 -2.442 -0.375 0.106
C -1.651 0.427 -1.340 2.849 -1.440 0.742 -0.596
C -0.952 0.905 1.089 -1.284 3.264 -4.096 -0.611
C 2.140 0.579 -1.149 -1.787 -0.044 -2.572 -0.469
C -0.979 -0.076 -0.024 -1.689 1.593 -1.359 -0.072
N 2.300 -0.472 0.850 -0.079 -1.240 4.315 -0.415
N 1.549 0.190 0.136 1.688 1.367 -3.670 -0.112
H -1.080 -3.225 0.027 -1.250 -1.776 0.387 0.214
H -0.940 0.979 -1.953 -0.041 0.119 -0.013 0.202
H -2.004 -0.416 -1.888 -0.333 -0.481 -0.507 0.220
H -2.416 1.040 -1.052 -2.173 1.677 0.448 0.202
H -0.315 1.786 0.776 -0.416 -0.842 0.257 0.214
H -1.953 1.385 1.167 0.469 -0.662 0.642 0.215
H -0.531 0.518 1.900 1.212 -1.452 3.809 0.209
H 2.680 -0.323 -1.700 -1.554 1.476 1.146 0.208
H 1.233 1.015 -1.791 2.260 -1.061 1.094 0.204
H 2.931 1.337 -1.100 -0.281 0.116 0.476 0.199
H 1.881 -0.531 1.818 1.133 -0.466 -0.791 0.353
H 0.733 -2.867 -0.433 -1.282 0.049 0.131 0.224
```
Forces are in eV/Å.

LUMO energy (alpha / beta)   0.99 / -1.06 eV
HOMO (alpha / beta)   -6.46 / -8.78 eV
Spin multiplicity   3
Gap between HOMO and LUMO (alpha / beta)   7.5 / 7.7 eV

Entry 4:
Density functional theory data (ωB97M-V/def2-TZVPD) for the molecule C22H38N4O4.

```
68
Properties=species:S:1:pos:R:3:forces:R:3:nbo_charge:R:1
C -0.095 7.279 -2.241 0.023 -0.023 -0.047 -0.404
N 0.340 6.309 -3.220 -0.043 -0.078 0.006 -0.435
C 1.072 5.215 -2.613 0.267 -0.068 -0.147 -0.227
C 1.596 4.277 -3.695 -0.031 0.037 0.328 -0.221
N 0.480 3.740 -4.452 0.138 0.041 -0.042 -0.455
C 0.874 2.726 -5.412 -0.253 -0.139 -0.173 -0.242
C -0.267 1.718 -5.645 0.151 0.115 0.661 0.083
O 0.042 0.825 -6.682 0.189 -0.258 -0.260 -0.709
C -0.556 0.968 -4.338 -0.390 0.268 -0.283 -0.098
O 0.569 0.149 -4.083 0.151 -0.010 -0.040 -0.524
C 0.582 -0.615 -2.952 0.022 -0.150 0.157 0.283
C -0.412 -0.628 -1.986 0.053 0.245 -0.411 -0.291
C -0.300 -1.447 -0.871 0.142 -0.306 0.333 -0.242
C 0.806 -2.267 -0.709 -0.033 0.064 -0.140 0.269
O 1.008 -3.115 0.343 0.151 -0.059 -0.110 -0.514
C 0.030 -3.176 1.362 -0.046 -0.104 0.486 -0.098
C 0.529 -4.186 2.398 -0.205 0.614 -0.061 0.083
O 0.597 -5.481 1.850 0.005 -0.255 -0.139 -0.718
C -0.417 -4.240 3.604 0.334 -0.088 -0.344 -0.235
N -0.515 -2.941 4.245 -0.052 -0.018 -0.046 -0.454
C -1.796 -2.664 4.866 -0.201 -0.106 0.150 -0.216
C -2.001 -3.412 6.187 -0.033 0.241 -0.202 -0.245
N -0.941 -3.048 7.110 0.014 -0.038 -0.057 -0.440
C -1.130 -3.644 8.413 0.006 0.030 -0.043 -0.405
C 0.351 -3.391 6.542 0.077 0.173 -0.189 -0.245
C 0.541 -2.667 5.205 0.144 -0.077 0.190 -0.224
C 1.807 -2.252 -1.682 -0.122 0.004 0.125 -0.224
C 1.697 -1.439 -2.785 -0.140 0.104 -0.017 -0.240
C -0.247 4.837 -5.065 -0.252 0.097 0.132 -0.225
C -0.771 5.775 -3.985 0.045 -0.002 -0.289 -0.227
H -0.602 8.096 -2.752 -0.036 0.070 0.048 0.200
H 0.777 7.678 -1.725 -0.010 0.059 0.065 0.200
H -0.782 6.852 -1.493 -0.015 -0.007 0.019 0.162
H 1.913 5.627 -2.050 -0.027 -0.031 0.025 0.202
H 0.433 4.639 -1.918 0.041 0.023 0.002 0.165
H 2.134 3.450 -3.227 0.019 0.027 -0.037 0.204
H 2.295 4.835 -4.342 0.008 -0.046 0.033 0.170
H 1.172 3.157 -6.381 0.023 -0.041 0.059 0.185
H 1.726 2.171 -5.010 0.009 0.041 -0.046 0.206
H -1.174 2.242 -5.961 0.040 -0.017 0.138 0.178
H 0.720 0.224 -6.345 -0.064 -0.001 -0.043 0.474
H -1.456 0.349 -4.447 0.088 0.030 0.018 0.182
H -0.699 1.703 -3.538 0.003 -0.110 -0.024 0.199
H -1.286 -0.004 -2.081 -0.065 0.067 -0.038 0.220
H -1.090 -1.430 -0.137 -0.057 -0.025 0.079 0.215
H -0.930 -3.517 0.951 0.029 0.007 0.015 0.175
H -0.103 -2.204 1.850 0.018 -0.064 -0.110 0.201
H 1.533 -3.866 2.719 -0.122 0.034 0.002 0.159
H 1.064 -5.412 1.008 -0.007 -0.037 0.055 0.480
H -0.059 -5.039 4.267 -0.093 -0.023 -0.023 0.189
H -1.402 -4.534 3.236 -0.027 -0.039 0.038 0.204
H -2.595 -2.911 4.164 -0.009 0.038 0.004 0.199
H -1.828 -1.589 5.069 -0.115 -0.016 0.023 0.200
H -2.958 -3.122 6.627 -0.017 -0.063 -0.027 0.204
H -2.022 -4.502 5.999 -0.025 0.007 0.052 0.160
H -0.339 -3.303 9.078 0.003 -0.029 0.087 0.200
H -2.089 -3.321 8.815 -0.027 -0.029 0.083 0.200
H -1.115 -4.746 8.385 0.001 -0.015 -0.001 0.162
H 1.131 -3.073 7.238 0.029 -0.063 -0.026 0.205
H 0.450 -4.483 6.397 0.003 0.026 0.064 0.159
H 1.502 -2.940 4.769 0.048 0.057 0.021 0.201
H 0.535 -1.589 5.389 0.119 -0.020 0.046 0.202
H 2.666 -2.890 -1.550 0.111 -0.078 0.012 0.222
H 2.469 -1.425 -3.538 0.097 -0.002 -0.093 0.222
H -1.086 4.435 -5.636 0.003 0.050 -0.040 0.200
H 0.403 5.409 -5.751 -0.053 -0.046 -0.007 0.172
H -1.306 6.606 -4.451 -0.030 -0.031 0.022 0.202
H -1.476 5.221 -3.338 -0.003 0.043 -0.024 0.164
```
Forces are in eV/Å.

Structure (SMILES)   CN1CCN(C[C@@H](O)COc2ccc(OC[C@H](O)CN3CCN(C)CC3)cc2)CC1
LUMO energy   0.76 eV
HOMO   -8.04 eV
Spin multiplicity   1
Gap between HOMO and LUMO   8.8 eV

Entry 5:
Density functional theory data (ωB97M-V/def2-TZVPD) for C11H21CrF2O13PV as an isolated structure.

```
50
Properties=species:S:1:pos:R:3:forces:R:3:nbo_charge:R:1
O 2.437 3.175 3.806 0.270 -5.733 0.314 -0.233
V 2.423 1.546 3.798 -4.329 5.824 -1.710 1.844
Cr -0.343 -1.995 2.147 -1.523 2.593 -0.638 1.681
O 1.098 1.128 -0.244 -1.265 -0.717 0.842 -0.646
C 0.623 0.769 0.972 1.281 -1.695 -2.318 1.033
O 1.110 1.339 1.924 3.166 2.575 4.908 -0.810
O -0.114 -0.210 1.097 -1.283 -2.662 -0.589 -0.793
H 1.823 1.700 0.017 0.474 0.782 -0.491 0.507
O -1.091 -0.749 3.663 1.650 1.084 2.368 -1.166
P -0.660 0.180 4.825 -1.699 -0.959 1.028 2.645
O 0.617 1.030 4.678 0.811 -1.008 0.032 -1.155
F -0.555 -0.738 6.256 -0.262 2.793 -3.941 -0.510
F -1.852 1.233 5.075 2.453 -2.340 -0.156 -0.497
C 4.254 3.291 -1.120 -0.403 -0.634 -0.614 -0.437
C 2.790 3.851 -1.135 1.123 1.099 0.147 -0.447
C 2.532 4.142 0.344 -0.921 -0.547 0.448 -0.101
O 3.560 3.428 1.080 -2.322 0.165 0.866 -0.579
C 4.737 3.405 0.322 0.127 0.022 0.107 -0.068
H 4.912 3.750 -1.858 -0.086 0.098 0.176 0.246
H 4.131 2.249 -1.414 0.509 -0.192 0.100 0.204
H 2.071 3.155 -1.566 0.140 -0.060 0.124 0.211
H 2.739 4.755 -1.742 -0.064 0.015 0.103 0.246
H 1.548 3.764 0.619 0.010 -0.674 0.303 0.174
H 2.386 5.161 0.701 1.022 0.432 -0.487 0.208
H 5.242 2.555 0.781 0.620 -0.077 -0.768 0.182
H 5.306 4.307 0.551 0.196 0.126 -0.369 0.188
C -3.114 0.337 0.414 0.511 -0.378 0.216 -0.254
O -3.732 -0.952 0.271 -0.374 -2.457 0.573 -0.473
C -3.248 -2.148 0.731 -4.580 0.784 -2.880 1.084
O -2.199 -2.309 1.299 1.862 -0.743 1.088 -0.817
O -4.179 -3.110 0.413 1.471 3.142 -0.780 -0.442
C -3.976 -4.453 0.780 0.799 -0.672 2.593 -0.268
H -3.831 1.147 0.280 -0.509 -0.633 -0.133 0.228
H -2.394 0.410 -0.401 0.390 0.180 0.470 0.201
H -2.743 0.434 1.434 0.535 0.033 -0.235 0.186
H -4.161 -4.384 1.852 0.510 -0.688 0.432 0.182
H -2.965 -4.811 0.586 -0.114 0.137 -0.228 0.198
H -4.708 -5.211 0.499 -0.228 0.912 -1.147 0.244
C 0.623 -1.634 -2.534 0.480 0.740 -1.215 -0.243
O -0.453 -2.316 -1.948 -1.670 -1.276 2.195 -0.536
C -1.474 -2.932 -2.571 -2.402 -2.122 -1.494 1.005
O -2.337 -3.735 -2.107 3.792 3.233 -0.618 -0.634
O -1.454 -2.547 -3.861 1.148 0.552 0.996 -0.534
C -1.945 -3.313 -4.947 -0.866 -0.158 -0.196 -0.251
H 1.337 -1.433 -1.736 -0.063 -0.237 -0.069 0.182
H 0.338 -0.675 -2.967 -0.342 0.045 0.163 0.198
H 1.083 -2.175 -3.361 0.014 -0.333 0.256 0.207
H -1.790 -2.697 -5.833 -0.011 -0.032 0.157 0.209
H -3.013 -3.473 -4.804 0.093 -0.318 -0.144 0.206
H -1.387 -4.242 -5.066 -0.138 -0.022 0.211 0.197
```
Forces are in eV/Å.

LUMO energy (alpha / beta)   -10.24 / -9.49 eV
HOMO (alpha / beta)   -15.02 / -15.02 eV
Total charge   +2
Spin multiplicity   6
Gap between HOMO and LUMO (alpha / beta)   4.8 / 5.5 eV

Entry 6:
Density functional theory data (ωB97M-V/def2-TZVPD) for the molecule C6H13N3.

```
22
Properties=species:S:1:pos:R:3:forces:R:3:nbo_charge:R:1
H 1.921 -0.792 -3.348 0.208 -0.142 -1.066 0.335
N 1.521 -0.433 -2.514 0.390 -0.110 0.554 -0.698
C 0.259 -0.512 -2.503 1.218 -0.561 -2.066 0.268
N -0.403 -0.083 -1.419 -2.204 -0.815 -0.487 -0.465
N 0.320 0.314 -0.360 -0.463 1.265 2.265 -0.235
C -0.422 1.381 0.410 0.685 -0.649 1.183 -0.039
C -1.945 1.307 0.379 0.452 0.479 1.933 -0.640
C 0.162 0.722 1.688 -0.363 0.195 0.454 -0.416
C 0.345 -0.567 0.846 -0.097 2.055 0.617 -0.071
C 1.466 -1.486 1.021 2.247 -1.709 -0.967 -0.615
H -0.315 -0.838 -3.413 -0.029 0.129 1.168 0.159
H -1.215 -0.609 -1.122 -0.397 -0.055 -0.647 0.352
H -0.075 2.392 0.245 0.129 0.201 -0.411 0.193
H -2.262 0.297 0.588 -0.222 -0.482 0.037 0.192
H -2.329 1.584 -0.583 -0.500 0.559 -0.251 0.222
H -2.319 1.904 1.294 0.303 -0.531 -1.826 0.224
H 1.069 1.182 2.025 0.859 0.200 -0.219 0.211
H -0.455 0.707 2.602 -0.193 -0.343 -0.551 0.200
H -0.538 -1.142 1.071 -1.008 -0.361 -0.753 0.166
H 2.516 -1.058 0.782 -1.812 -0.488 0.720 0.231
H 1.326 -2.337 0.271 0.300 0.891 0.966 0.213
H 1.374 -1.934 2.039 0.499 0.273 -0.653 0.213
```
Forces are in eV/Å.

Structure (SMILES)   [H]/N=C/NN1[C@@H](C)C[C@@H]1C
LUMO energy   0.93 eV
HOMO   -8.85 eV
Spin multiplicity   1
Gap between HOMO and LUMO   9.8 eV

Repeat the first record exactly.
Density functional theory data (ωB97M-V/def2-TZVPD) for the molecule C18H16Br2N2O6.

```
44
Properties=species:S:1:pos:R:3:forces:R:3:nbo_charge:R:1
C 0.646 1.909 -3.642 -0.309 0.586 -0.226 -0.627
C 0.595 1.298 -2.263 0.711 0.049 -0.168 -0.080
C 1.476 1.806 -1.300 0.064 -0.216 -0.378 -0.190
C 1.443 1.391 0.022 -0.965 -0.305 -0.168 0.043
N 2.277 1.972 0.950 0.235 1.460 3.080 -0.301
C 1.780 2.606 2.011 0.227 -0.637 -2.914 0.169
C 2.692 3.106 3.026 -0.068 0.941 1.800 -0.176
C 2.227 3.787 4.127 1.334 -1.463 -2.311 -0.141
Br 3.477 4.483 5.369 -0.643 -0.184 -0.156 0.121
C 0.790 4.068 4.256 -0.509 1.755 1.053 0.396
O 0.350 4.655 5.215 -0.073 0.057 0.886 -0.488
C -0.085 3.839 3.119 0.873 -2.837 -3.930 -0.132
Br -1.876 4.429 2.976 0.492 0.122 0.596 0.119
C 0.382 3.076 2.042 -1.383 1.088 2.218 -0.214
C 0.572 0.372 0.384 -0.957 -0.639 -1.119 -0.158
C -0.268 -0.238 -0.583 1.245 1.286 1.238 -0.131
C -1.182 -1.330 -0.101 0.241 -0.628 -0.370 -0.256
N -1.035 -2.506 -0.976 -1.173 -1.315 -1.034 -0.460
C 0.330 -3.075 -1.128 -0.637 -1.033 -0.134 -0.316
C 1.068 -3.629 0.149 0.122 1.763 -0.109 0.762
O 1.796 -2.900 0.794 -0.624 -0.972 -0.381 -0.584
O 0.859 -4.925 0.467 0.013 0.498 -0.348 -0.677
C -2.147 -3.529 -0.983 0.195 0.685 1.147 -0.312
C -3.531 -2.997 -1.418 1.083 1.096 -1.124 0.774
O -3.597 -2.200 -2.330 -0.308 -0.436 0.701 -0.588
O -4.633 -3.451 -0.779 1.256 0.026 0.005 -0.665
C -0.251 0.230 -1.913 -0.411 -0.883 0.693 0.368
O -1.040 -0.444 -2.811 0.724 1.415 -0.277 -0.696
H -0.301 2.454 -3.837 0.600 -0.094 0.082 0.226
H 1.514 2.591 -3.769 -0.677 -0.245 0.375 0.216
H 0.735 1.206 -4.456 -0.085 -0.618 -0.077 0.227
H 2.269 2.507 -1.572 -0.512 0.021 -0.089 0.222
H 3.766 2.955 2.909 -0.375 -0.148 -0.144 0.248
H -0.332 2.861 1.230 0.787 0.022 0.321 0.252
H 0.556 -0.038 1.381 0.125 0.125 0.221 0.213
H -1.008 -1.626 0.924 0.609 0.176 0.592 0.193
H -2.196 -0.936 -0.045 -0.378 -0.348 -0.729 0.226
H 0.959 -2.316 -1.589 0.185 0.103 0.451 0.244
H 0.294 -3.903 -1.873 -0.266 0.502 0.532 0.222
H 1.448 -5.095 1.221 -0.128 -0.066 0.031 0.501
H -2.273 -3.932 0.017 0.018 -0.434 0.274 0.198
H -1.900 -4.344 -1.666 0.111 0.132 0.072 0.239
H -5.331 -2.925 -1.184 -0.537 -0.015 -0.103 0.502
H -1.314 -1.263 -2.369 -0.232 -0.392 -0.076 0.510
```
Forces are in eV/Å.

Structure (SMILES)   Cc1cc(N=C2C=C(Br)C(=O)C(Br)=C2)cc(CN(CC(=O)O)CC(=O)O)c1O
LUMO energy   -1.67 eV
HOMO   -8.06 eV
Spin multiplicity   1
Gap between HOMO and LUMO   6.4 eV